159
Properties=species:S:1:pos:R:3:forces:R:3:lowdin_spin:R:1 method="wB97M-V/def2-TZVPD" spin_multiplicity=7 e_tot_ev=-104767.472 charge=-1 homo_lumo_gap_ev="2.5 / 7.1"
Mn -11.616 -20.880 -25.177 1.3 -1.7 1.6 5.17
C -12.168 -23.182 -21.609 0.6 0.0 -0.1 0.00
C -13.236 -22.825 -22.671 2.1 -0.2 -0.6 0.01
C -14.342 -22.120 -21.923 -1.3 1.0 -0.3 0.00
O -12.718 -22.144 -23.793 -0.6 -0.2 0.7 0.08
H -11.623 -22.311 -21.245 0.0 0.3 0.0 0.00
H -11.425 -23.882 -21.992 0.1 0.1 -0.3 0.00
H -12.591 -23.701 -20.749 -0.4 0.1 0.2 0.00
H -13.492 -23.844 -22.960 -1.1 -0.3 -0.4 0.00
H -13.990 -21.435 -21.151 0.4 -0.2 0.1 0.00
H -15.145 -22.720 -21.494 0.3 -0.7 0.3 0.00
H -14.940 -21.462 -22.553 0.3 0.1 -0.5 0.00
C -8.553 -21.416 -22.147 -0.5 -0.4 0.5 0.00
C -8.590 -20.892 -23.595 -0.2 0.0 -0.9 0.02
C -7.218 -21.221 -24.266 -0.4 -0.4 0.4 0.00
O -9.689 -21.275 -24.401 0.5 0.3 0.8 0.12
H -7.632 -21.148 -21.630 0.2 0.2 -0.2 0.00
H -8.678 -22.487 -21.987 0.1 -0.3 -0.6 0.00
H -9.352 -21.008 -21.528 -0.3 0.3 -0.1 0.00
H -8.616 -19.813 -23.443 0.1 0.6 -0.2 0.00
H -6.375 -21.015 -23.606 0.0 0.4 0.2 0.00
H -7.027 -20.727 -25.218 -0.4 0.0 0.0 0.00
H -7.154 -22.301 -24.398 -0.2 -0.1 -0.3 0.00
C -15.078 -18.410 -26.022 1.7 0.7 -0.6 0.03
C -13.656 -18.943 -25.733 -1.1 0.8 1.0 0.07
C -13.402 -18.620 -24.269 1.7 -1.2 0.3 0.02
O -12.147 -19.276 -23.848 -0.3 0.7 0.2 0.07
C -11.553 -18.807 -22.599 -1.7 0.6 -1.3 0.01
N -13.557 -20.367 -26.005 -0.4 0.5 -0.3 0.09
H -15.830 -18.826 -25.351 0.0 -0.1 -0.4 0.00
H -15.226 -18.560 -27.092 -0.7 -0.3 0.1 0.02
H -14.968 -17.332 -25.908 -0.6 0.3 0.2 0.01
H -12.902 -18.422 -26.322 0.0 0.0 -0.3 0.06
H -14.229 -19.047 -23.701 0.0 0.2 0.5 0.00
H -13.275 -17.547 -24.129 -0.3 0.1 0.1 0.01
H -12.391 -18.713 -21.909 0.1 -0.4 0.6 0.00
H -11.257 -17.777 -22.797 0.7 0.0 0.2 0.00
H -10.755 -19.461 -22.245 -0.2 0.0 -0.4 0.00
H -13.643 -20.418 -27.010 0.5 -0.3 -0.8 0.09
H -14.425 -20.785 -25.701 -0.2 -0.6 0.7 0.01
C -13.904 -26.713 -26.862 0.5 0.2 -0.4 0.00
C -13.357 -25.264 -26.867 -0.9 1.1 -0.1 0.00
C -14.442 -24.177 -26.573 -1.1 -2.0 0.0 0.01
O -15.635 -24.271 -27.436 1.5 0.7 1.2 0.00
C -15.365 -24.110 -28.794 -0.8 -0.2 -0.6 0.01
N -12.253 -25.117 -25.938 -0.3 -0.8 0.2 0.00
H -14.920 -26.880 -27.220 -0.1 0.6 -0.2 0.00
H -13.892 -27.168 -25.871 0.3 0.2 0.2 0.00
H -13.257 -27.302 -27.513 0.1 -0.2 0.2 0.00
H -12.919 -24.987 -27.826 -0.2 -0.4 -0.4 0.00
H -13.984 -23.194 -26.471 -0.2 0.2 -0.5 0.01
H -14.868 -24.444 -25.605 0.1 0.2 0.3 0.00
H -15.006 -25.037 -29.242 0.4 -0.1 -0.1 0.00
H -14.718 -23.277 -29.068 0.3 0.1 0.3 0.02
H -16.339 -23.926 -29.248 0.0 0.1 -0.2 0.00
H -12.018 -24.148 -25.777 0.2 0.2 -0.3 0.01
H -12.553 -25.461 -25.037 0.0 -0.1 0.4 0.00
C -9.703 -26.298 -23.395 0.9 0.3 0.6 0.00
C -8.911 -25.067 -23.844 -1.5 -0.3 0.3 0.00
C -7.593 -25.406 -24.581 -0.9 2.7 -1.2 0.00
O -6.603 -25.884 -23.771 0.5 -1.8 2.4 0.00
C -5.285 -25.749 -24.209 -0.4 0.1 -1.2 0.00
N -9.771 -24.177 -24.597 1.0 0.8 -1.4 0.00
H -10.242 -26.057 -22.479 0.2 -0.2 0.3 0.00
H -8.891 -27.009 -23.237 -0.6 -0.8 0.5 0.00
H -10.478 -26.694 -24.051 0.5 0.2 -0.7 0.00
H -8.661 -24.400 -23.019 0.8 -1.0 1.0 0.00
H -7.255 -24.420 -24.899 0.0 0.5 -0.5 0.00
H -7.743 -25.936 -25.522 -0.2 -0.7 0.0 0.00
H -4.556 -26.314 -23.628 -0.5 0.0 0.4 0.00
H -5.009 -24.696 -24.254 0.2 0.2 0.1 0.00
H -5.236 -26.144 -25.224 0.3 0.0 -0.4 0.00
H -10.689 -23.967 -24.233 -0.3 -0.9 0.6 0.00
H -9.366 -23.272 -24.406 0.0 0.8 -0.9 0.00
C -15.064 -25.510 -16.078 0.3 -2.0 0.5 0.00
C -14.959 -24.567 -17.211 1.6 0.7 -0.2 0.00
C -13.515 -24.494 -17.873 0.1 1.8 0.1 0.00
O -12.539 -23.659 -17.161 -0.6 -0.6 0.5 0.00
C -11.260 -23.556 -17.780 -0.3 0.1 -0.4 0.00
N -15.954 -24.851 -18.284 0.9 0.2 0.9 0.00
H -16.051 -25.441 -15.619 0.1 -0.1 0.3 0.00
H -14.263 -25.498 -15.339 -0.1 1.1 0.2 0.00
H -14.886 -26.539 -16.389 -0.6 -0.3 -0.6 0.00
H -15.178 -23.599 -16.762 0.4 0.5 -0.3 0.00
H -13.695 -23.913 -18.777 0.0 -0.5 -0.6 0.00
H -13.016 -25.437 -18.097 -0.5 -0.3 0.0 0.00
H -11.252 -22.977 -18.703 -0.5 0.2 -0.2 0.00
H -10.828 -24.510 -18.080 0.0 -0.4 0.4 0.00
H -10.571 -23.025 -17.122 -0.2 -0.2 0.4 0.00
H -16.848 -24.981 -17.832 -0.2 -0.1 0.0 0.00
H -16.015 -23.976 -18.783 -0.3 0.0 -0.5 0.00
C -12.216 -18.860 -14.661 0.1 -0.4 -0.1 0.00
C -12.027 -17.733 -15.693 -0.6 -2.3 -0.7 0.00
C -12.974 -17.911 -16.947 0.2 0.1 0.8 0.00
O -13.095 -19.235 -17.482 -0.6 1.8 1.5 0.00
C -12.042 -19.677 -18.248 -0.4 -1.1 -1.3 0.00
N -12.239 -16.471 -15.041 -0.2 0.6 0.0 0.00
H -11.598 -18.649 -13.787 0.2 0.0 0.0 0.00
H -11.977 -19.868 -14.999 0.2 0.1 -0.3 0.00
H -13.231 -18.937 -14.273 -0.3 0.3 -0.2 0.00
H -11.012 -17.801 -16.085 0.2 0.2 0.1 0.00
H -12.631 -17.176 -17.675 0.1 -0.2 -0.5 0.00
H -13.984 -17.599 -16.678 -0.1 -0.2 0.2 0.00
H -11.865 -19.048 -19.121 0.6 0.6 0.2 0.00
H -12.475 -20.553 -18.730 0.5 -0.6 0.1 0.00
H -11.155 -19.956 -17.680 0.2 0.2 -0.1 0.00
H -13.096 -16.600 -14.522 -0.6 0.3 0.0 0.00
H -11.573 -16.439 -14.282 0.5 0.3 0.0 0.00
C -18.149 -21.423 -22.521 0.4 0.7 0.6 0.00
C -18.021 -20.695 -23.870 -0.4 -2.1 0.7 0.00
C -18.216 -19.204 -23.772 0.1 1.1 -0.9 0.00
O -19.460 -18.845 -23.220 -1.3 0.8 1.0 0.00
C -19.845 -17.489 -23.578 -0.1 -1.0 -1.0 0.00
N -16.809 -21.211 -24.585 -0.5 1.4 0.6 0.00
H -17.381 -21.138 -21.801 0.6 0.4 -0.2 0.00
H -17.970 -22.493 -22.623 -0.7 -0.1 -0.1 0.00
H -19.044 -21.120 -21.977 -0.5 -0.5 -0.3 0.00
H -18.884 -21.025 -24.449 -0.1 0.0 -0.2 0.00
H -18.278 -18.887 -24.813 0.7 0.4 -0.3 0.00
H -17.512 -18.602 -23.196 0.9 -0.4 -0.3 0.00
H -20.795 -17.184 -23.139 0.1 -0.5 0.3 0.00
H -19.987 -17.523 -24.658 -0.2 0.2 -0.3 0.00
H -19.143 -16.672 -23.411 0.5 -0.4 0.6 0.00
H -16.151 -21.399 -23.842 0.5 -0.1 -0.2 0.00
H -17.009 -22.119 -24.981 -0.2 -0.1 -0.2 0.00
C -19.246 -18.486 -18.440 2.5 0.4 1.0 0.00
C -18.606 -17.461 -19.406 0.7 -2.5 -0.3 0.00
C -17.576 -18.238 -20.365 0.7 0.4 2.4 0.00
O -16.358 -18.812 -19.624 -1.9 1.3 -1.3 0.00
C -15.291 -19.046 -20.542 0.1 -1.0 0.5 0.00
N -19.693 -17.014 -20.210 -0.7 1.0 -1.5 0.00
H -19.942 -18.019 -17.744 0.2 0.0 0.1 0.00
H -18.333 -18.845 -17.965 -0.4 -0.5 1.1 0.00
H -19.717 -19.375 -18.859 0.0 0.3 -0.7 0.00
H -18.043 -16.644 -18.953 -0.3 0.0 0.4 0.00
H -17.179 -17.516 -21.079 -0.3 -0.3 -0.3 0.00
H -18.200 -19.044 -20.750 0.6 -0.2 -0.6 0.00
H -15.675 -19.528 -21.441 0.1 0.3 -0.3 0.00
H -14.598 -19.765 -20.104 -0.4 -0.3 0.4 0.00
H -14.589 -18.239 -20.752 -0.7 0.9 -0.2 0.00
H -20.149 -17.877 -20.471 -0.2 -0.2 -0.8 0.00
H -20.399 -16.627 -19.601 0.0 0.5 0.2 0.00
C -12.628 -27.566 -20.664 -1.2 -0.3 -0.5 0.00
C -14.186 -27.647 -20.801 0.5 -1.6 1.0 0.00
C -14.695 -28.828 -19.825 1.3 0.9 0.7 0.00
O -14.165 -30.140 -20.036 -1.9 0.2 -2.8 0.00
C -14.804 -30.705 -21.282 1.8 -0.1 2.1 0.00
N -14.734 -26.348 -20.535 -0.6 0.3 -0.1 0.00
H -12.274 -26.568 -20.921 0.0 -0.1 -0.4 0.00
H -12.177 -28.315 -21.315 0.4 0.0 0.4 0.00
H -12.383 -27.678 -19.608 0.2 -0.4 0.0 0.00
H -14.543 -27.913 -21.796 0.6 -0.2 -0.3 0.00
H -15.774 -28.884 -19.680 -0.3 0.2 -0.4 0.00
H -14.254 -28.641 -18.846 -0.2 0.7 0.2 0.00
H -14.421 -30.169 -22.150 -0.2 -0.2 0.0 0.00
H -15.893 -30.721 -21.237 0.0 0.3 0.2 0.00
H -14.430 -31.728 -21.222 -0.1 0.0 -0.6 0.00
H -15.116 -26.123 -19.628 0.0 -0.2 0.2 0.00
H -14.028 -25.672 -20.789 -0.3 0.3 0.1 0.00